Entry 1:
{
  "formula": "C16H44O24P4S2",
  "method": "ωB97M-V/def2-TZVPD",
  "energy_ev": -125273.2320,
  "relative_energy_kcal_mol": 83.92,
  "lumo_energy_ev": 0.03,
  "smiles": "COP(=O)(OC)OC.COP(=O)(OC)OC.COP(=O)(OC)OC.COP(=O)(OC)OC.O=S1(=O)OCCO1.O=S1(=O)OCCO1",
  "e_homo_ev": -10.485,
  "mol_weight_g_mol": 808.534,
  "orbital_gap_ev": 10.52,
  "species": ["C", "O", "P", "O", "O", "C", "O", "C", "H", "H", "H", "H", "H", "H", "H", "H", "H", "C", "O", "P", "O", "O", "C", "O", "C", "H", "H", "H", "H", "H", "H", "H", "H", "H", "C", "O", "P", "O", "O", "C", "O", "C", "H", "H", "H", "H", "H", "H", "H", "H", "H", "C", "O", "P", "O", "O", "C", "O", "C", "H", "H", "H", "H", "H", "H", "H", "H", "H", "C", "C", "O", "S", "O", "O", "O", "H", "H", "H", "H", "C", "C", "O", "S", "O", "O", "O", "H", "H", "H", "H"],
  "positions_angstrom": [[-1.154, 6.146, 13.930], [-1.371, 5.138, 12.933], [-0.597, 5.024, 11.490], [-0.711, 6.241, 10.682], [0.896, 4.361, 11.888], [1.858, 5.262, 12.366], [-1.427, 3.783, 10.776], [-0.984, 3.316, 9.481], [-1.989, 6.842, 13.865], [-0.245, 6.701, 13.697], [-1.044, 5.806, 14.960], [1.805, 6.221, 11.850], [2.852, 4.823, 12.283], [1.875, 5.392, 13.448], [-0.011, 3.764, 9.281], [-1.834, 3.390, 8.803], [-0.808, 2.253, 9.646], [-7.778, 0.223, -1.857], [-8.948, -0.494, -2.210], [-9.195, -0.736, -3.835], [-9.008, 0.493, -4.635], [-10.671, -1.470, -3.888], [-11.720, -1.109, -4.781], [-8.136, -1.906, -4.177], [-7.781, -2.202, -5.497], [-7.685, 1.044, -2.568], [-6.915, -0.411, -2.061], [-7.833, 0.461, -0.795], [-12.107, -2.106, -4.993], [-11.534, -0.510, -5.672], [-12.574, -0.691, -4.248], [-8.080, -1.327, -6.074], [-8.301, -3.095, -5.843], [-6.697, -2.187, -5.611], [-1.259, -8.749, -5.518], [-1.631, -8.081, -6.706], [-0.667, -8.168, -8.014], [0.489, -9.104, -7.955], [-0.286, -6.613, -8.338], [0.720, -6.249, -9.289], [-1.677, -8.501, -9.209], [-2.232, -9.877, -9.207], [-0.915, -8.074, -4.734], [-0.399, -9.373, -5.760], [-2.088, -9.365, -5.170], [1.408, -5.489, -8.919], [0.301, -6.049, -10.275], [1.382, -7.104, -9.424], [-3.040, -9.931, -9.937], [-2.868, -9.954, -8.325], [-1.462, -10.643, -9.299], [2.168, 5.260, 1.543], [3.449, 4.673, 1.814], [4.388, 5.355, 2.935], [5.059, 6.684, 2.659], [5.361, 4.153, 3.398], [4.804, 2.986, 4.067], [3.568, 5.444, 4.392], [4.116, 6.014, 5.577], [2.010, 5.384, 0.471], [2.338, 6.247, 1.971], [1.272, 4.740, 1.882], [3.716, 2.955, 4.004], [5.265, 2.740, 5.023], [4.992, 2.209, 3.326], [4.861, 6.665, 5.119], [4.470, 5.199, 6.208], [3.430, 6.635, 6.153], [9.689, 0.585, -4.094], [8.756, 0.895, -2.966], [8.065, 2.074, -3.296], [8.031, 2.267, -4.981], [8.122, 3.631, -5.506], [7.121, 1.387, -5.757], [9.530, 1.645, -5.052], [9.585, -0.341, -4.660], [10.760, 0.752, -3.978], [9.274, 1.084, -2.026], [8.070, 0.061, -2.815], [1.068, -1.718, -2.138], [1.754, -2.907, -1.464], [1.204, -3.044, -0.096], [-0.039, -2.049, 0.208], [0.216, -1.425, 1.520], [-1.329, -2.715, 0.034], [0.315, -1.017, -1.145], [0.377, -2.019, -2.925], [1.874, -1.084, -2.508], [2.808, -2.642, -1.542], [1.558, -3.881, -1.912]],
  "mulliken_charge": [-0.60, -0.33, 0.99, -0.63, -0.27, -0.74, -0.37, -0.59, 0.26, 0.28, 0.26, 0.39, 0.26, 0.28, 0.32, 0.23, 0.25, -0.64, -0.35, 1.14, -0.68, -0.31, -0.65, -0.32, -0.69, 0.32, 0.26, 0.22, 0.27, 0.31, 0.28, 0.33, 0.24, 0.28, -0.66, -0.29, 1.12, -0.69, -0.33, -0.71, -0.30, -0.70, 0.26, 0.33, 0.24, 0.27, 0.28, 0.31, 0.29, 0.28, 0.29, -0.60, -0.26, 1.00, -0.67, -0.36, -0.71, -0.30, -0.60, 0.25, 0.32, 0.24, 0.34, 0.27, 0.32, 0.33, 0.20, 0.23, -0.29, -0.11, -0.31, 1.08, -0.51, -0.53, -0.34, 0.25, 0.23, 0.28, 0.24, -0.20, -0.23, -0.32, 1.09, -0.52, -0.50, -0.36, 0.25, 0.27, 0.24, 0.27]
}


Entry 2:
{
  "formula": "C16H46BNO7P",
  "method": "ωB97M-V/def2-TZVPD",
  "energy_ev": -43125.1335,
  "relative_energy_kcal_mol": 0.99,
  "lumo_energy_ev": 2.12,
  "e_homo_ev": -2.902,
  "mol_weight_g_mol": 406.330,
  "orbital_gap_ev": 5.02,
  "total_charge": -1,
  "species": ["C", "N", "C", "B", "O", "P", "O", "C", "C", "O", "H", "H", "H", "H", "H", "H", "H", "H", "H", "H", "H", "H", "H", "H", "C", "C", "C", "O", "H", "H", "H", "H", "H", "H", "H", "H", "C", "C", "C", "O", "H", "H", "H", "H", "H", "H", "H", "H", "C", "C", "C", "O", "H", "H", "H", "H", "H", "H", "H", "H", "C", "C", "C", "O", "H", "H", "H", "H", "H", "H", "H", "H"],
  "positions_angstrom": [[-5.662, -1.671, -6.042], [-5.927, -0.659, -5.039], [-6.960, 0.291, -5.430], [-4.706, 0.064, -4.549], [-4.129, 0.977, -5.455], [-4.035, -0.294, -2.750], [-2.499, -0.986, -3.434], [-1.417, -0.114, -3.413], [-1.891, 1.317, -3.037], [-3.228, 1.298, -2.662], [-4.831, -1.425, -6.730], [-6.547, -1.821, -6.666], [-5.412, -2.628, -5.577], [-7.946, -0.023, -5.068], [-7.019, 0.434, -6.520], [-6.764, 1.274, -4.994], [-3.818, 0.540, -6.265], [-3.558, -0.588, -1.447], [-4.693, -1.599, -2.823], [-5.305, 0.275, -2.228], [-0.939, -0.082, -4.405], [-0.661, -0.466, -2.694], [-1.785, 1.971, -3.918], [-1.270, 1.715, -2.221], [-2.746, -3.078, 2.426], [-2.242, -1.962, 1.522], [-1.551, -0.855, 2.305], [-3.273, -1.427, 0.716], [-3.486, -2.683, 3.129], [-3.223, -3.857, 1.832], [-1.932, -3.521, 3.003], [-1.534, -2.374, 0.798], [-2.255, -0.394, 3.005], [-1.206, -0.083, 1.617], [-0.695, -1.232, 2.868], [-3.953, -1.031, 1.272], [3.393, 3.430, -1.870], [2.490, 2.577, -2.752], [1.950, 3.361, -3.938], [1.428, 2.011, -2.000], [2.828, 4.275, -1.465], [3.774, 2.844, -1.033], [4.239, 3.827, -2.434], [3.054, 1.715, -3.117], [1.345, 4.202, -3.586], [1.313, 2.725, -4.551], [2.759, 3.756, -4.556], [0.864, 2.720, -1.673], [3.833, 0.630, 2.862], [2.768, -0.281, 2.274], [2.035, 0.366, 1.109], [1.848, -0.693, 3.288], [3.375, 1.548, 3.244], [4.336, 0.131, 3.691], [4.578, 0.908, 2.115], [3.233, -1.210, 1.938], [1.527, 1.276, 1.443], [1.283, -0.306, 0.699], [2.722, 0.639, 0.307], [1.391, 0.094, 3.606], [5.606, -2.281, 8.008], [6.081, -1.305, 6.943], [5.166, -0.097, 6.833], [6.213, -1.954, 5.681], [4.609, -2.653, 7.756], [6.281, -3.134, 8.073], [5.551, -1.803, 8.987], [7.094, -0.974, 7.184], [4.160, -0.415, 6.546], [5.533, 0.589, 6.069], [5.097, 0.441, 7.780], [5.340, -2.260, 5.410]],
  "mulliken_charge": [-1.03, 0.00, -1.13, 0.81, -0.41, 0.26, -0.67, -0.26, 0.36, -0.67, 0.30, 0.40, 0.23, 0.29, 0.36, 0.34, 0.24, -0.54, -0.02, -0.07, 0.22, 0.17, 0.17, -0.24, -1.41, 0.44, -1.09, -0.52, 0.35, 0.34, 0.36, 0.22, 0.43, 0.22, 0.29, 0.28, -1.24, 0.42, -1.35, -0.37, 0.35, 0.22, 0.41, 0.23, 0.35, 0.29, 0.41, 0.29, -1.11, 0.39, -1.11, -0.56, 0.36, 0.13, 0.39, 0.26, 0.32, 0.23, 0.32, 0.35, -1.26, 0.39, -1.14, -0.55, 0.33, 0.32, 0.36, 0.28, 0.27, 0.27, 0.40, 0.34]
}


Entry 3:
{
  "formula": "C16H46N10O12PZn2",
  "method": "ωB97M-V/def2-TZVPD",
  "energy_ev": -162924.4352,
  "lumo_energy_ev": [-4.18, -9.83],
  "e_homo_ev": [-13.972, -13.730],
  "spin_multiplicity": 2,
  "mol_weight_g_mol": 732.356,
  "orbital_gap_ev": [9.79, 3.90],
  "total_charge": 2,
  "species": ["Zn", "Zn", "P", "O", "O", "O", "O", "C", "O", "N", "N", "H", "H", "H", "H", "C", "O", "N", "N", "H", "H", "H", "H", "C", "O", "N", "N", "H", "H", "H", "H", "C", "O", "N", "N", "H", "H", "H", "H", "C", "O", "C", "C", "N", "C", "C", "O", "C", "H", "H", "H", "H", "H", "H", "H", "H", "H", "H", "H", "H", "H", "H", "H", "C", "O", "C", "C", "N", "C", "C", "O", "C", "H", "H", "H", "H", "H", "H", "H", "H", "H", "H", "H", "H", "H", "H", "H"],
  "positions_angstrom": [[-27.183, -7.145, 14.993], [-30.381, -3.203, 14.981], [-28.781, -5.090, 15.080], [-27.609, -5.459, 14.081], [-30.221, -4.977, 14.469], [-28.760, -3.780, 15.881], [-28.638, -6.399, 15.886], [-29.261, -5.427, 19.312], [-29.297, -5.493, 20.555], [-28.800, -4.369, 18.666], [-29.690, -6.321, 18.453], [-28.568, -3.596, 19.272], [-28.932, -4.440, 17.667], [-29.361, -6.101, 17.523], [-29.704, -7.257, 18.830], [-33.023, -3.589, 13.471], [-32.147, -3.071, 14.148], [-33.009, -4.886, 13.406], [-34.016, -2.996, 12.813], [-32.152, -5.338, 13.692], [-33.658, -5.230, 12.713], [-34.881, -3.376, 12.456], [-33.947, -1.988, 12.813], [-25.459, -5.543, 17.335], [-25.749, -6.147, 16.312], [-26.281, -5.207, 18.316], [-24.268, -5.142, 17.621], [-25.995, -4.708, 19.147], [-27.224, -5.485, 18.085], [-23.547, -5.427, 16.974], [-24.059, -4.529, 18.397], [-25.499, -2.377, 14.450], [-24.559, -1.727, 14.082], [-26.321, -2.041, 15.447], [-26.060, -3.246, 13.697], [-26.097, -1.236, 16.014], [-27.042, -2.688, 15.733], [-26.662, -3.901, 14.175], [-25.662, -3.446, 12.791], [-24.516, -6.492, 13.407], [-25.544, -7.484, 13.760], [-24.801, -8.692, 14.165], [-25.729, -9.666, 14.830], [-26.682, -9.021, 15.794], [-28.066, -9.562, 15.969], [-28.705, -9.593, 14.576], [-28.539, -8.372, 13.814], [-29.729, -7.891, 13.217], [-23.974, -6.737, 12.494], [-23.822, -6.453, 14.247], [-24.995, -5.515, 13.340], [-24.011, -8.552, 14.903], [-24.281, -9.166, 13.332], [-25.078, -10.417, 15.278], [-26.271, -10.030, 13.957], [-26.249, -9.270, 16.672], [-28.725, -8.947, 16.580], [-28.021, -10.528, 16.472], [-29.755, -9.813, 14.770], [-28.332, -10.379, 13.920], [-30.484, -7.598, 13.946], [-30.035, -8.753, 12.623], [-29.596, -6.995, 12.611], [-29.418, -2.164, 11.994], [-29.791, -1.924, 13.353], [-29.430, -0.583, 13.822], [-30.460, -0.243, 14.884], [-30.381, -1.276, 15.970], [-31.658, -1.332, 16.740], [-31.733, -2.525, 17.574], [-31.435, -3.667, 16.637], [-32.227, -4.894, 16.911], [-30.265, -1.979, 11.333], [-29.118, -3.211, 11.956], [-28.479, -1.718, 11.663], [-29.497, 0.151, 13.019], [-28.489, -0.659, 14.367], [-31.419, -0.242, 14.365], [-30.223, 0.751, 15.263], [-29.855, -0.876, 16.735], [-32.429, -1.462, 15.981], [-31.852, -0.444, 17.342], [-32.732, -2.476, 18.008], [-31.090, -2.434, 18.450], [-32.067, -5.364, 17.881], [-32.175, -5.682, 16.160], [-33.258, -4.544, 16.849]],
  "mulliken_charge": [0.99, 0.84, 1.65, -0.70, -0.16, -0.03, -0.38, 0.50, -0.73, -0.02, 0.08, 0.24, -0.24, -0.43, 0.24, 0.47, -1.14, -0.31, -0.46, 0.14, 0.22, 0.19, 0.23, 0.38, -0.60, -0.35, -0.42, 0.27, 0.11, 0.26, 0.17, 0.46, -0.68, -0.16, -0.01, 0.20, -0.17, -0.25, 0.26, -0.42, 0.05, -0.56, -0.75, -0.26, -0.41, -0.71, -0.24, -0.98, 0.33, 0.30, -0.16, 0.42, 0.50, 0.48, 0.13, 0.34, 0.05, 0.58, 0.50, 0.36, 0.36, 0.54, 0.18, -1.08, 0.08, -0.41, -0.99, 0.02, -1.16, -0.67, 0.61, -1.17, 0.28, 0.24, 0.44, 0.60, 0.17, 0.25, 0.51, 0.33, 0.29, 0.62, 0.49, 0.28, 0.37, 0.15, 0.49]
}


Entry 4:
{
  "formula": "C16H46N4O5",
  "method": "ωB97M-V/def2-TZVPD",
  "energy_ev": -33532.2105,
  "relative_energy_kcal_mol": 55.11,
  "lumo_energy_ev": 0.56,
  "smiles": "COC[C@H](C)N.COC[C@H](C)N.COC[C@H](C)N.COC[C@H](C)N.O",
  "e_homo_ev": -8.832,
  "mol_weight_g_mol": 374.567,
  "orbital_gap_ev": 9.39,
  "species": ["O", "H", "H", "C", "C", "C", "O", "C", "N", "H", "H", "H", "H", "H", "H", "H", "H", "H", "H", "H", "C", "C", "C", "O", "C", "N", "H", "H", "H", "H", "H", "H", "H", "H", "H", "H", "H", "C", "C", "C", "O", "C", "N", "H", "H", "H", "H", "H", "H", "H", "H", "H", "H", "H", "C", "C", "C", "O", "C", "N", "H", "H", "H", "H", "H", "H", "H", "H", "H", "H", "H"],
  "positions_angstrom": [[-21.213, 20.549, -1.062], [-22.090, 20.168, -1.021], [-21.083, 20.946, -0.201], [-23.602, 23.208, 3.557], [-23.240, 21.818, 4.100], [-24.223, 20.701, 3.695], [-23.876, 19.372, 4.063], [-24.048, 19.032, 5.376], [-21.924, 21.612, 3.561], [-23.141, 24.068, 4.043], [-24.674, 23.359, 3.687], [-23.458, 23.252, 2.478], [-23.231, 21.808, 5.190], [-24.123, 20.745, 2.610], [-25.267, 20.970, 3.853], [-24.993, 19.383, 5.791], [-23.219, 19.315, 6.025], [-24.100, 17.944, 5.417], [-21.518, 20.739, 3.866], [-21.245, 22.223, 3.992], [-16.949, 21.898, -4.829], [-18.007, 22.715, -5.558], [-18.824, 21.765, -6.447], [-17.941, 21.168, -7.382], [-18.544, 20.143, -8.120], [-18.986, 23.276, -4.632], [-17.336, 21.302, -4.002], [-16.239, 22.591, -4.377], [-16.328, 21.352, -5.539], [-17.462, 23.484, -6.105], [-19.598, 22.277, -7.018], [-19.321, 20.990, -5.863], [-19.120, 19.430, -7.531], [-17.773, 19.641, -8.706], [-19.249, 20.556, -8.842], [-19.375, 22.525, -4.080], [-18.575, 23.948, -4.000], [-19.081, 26.590, 6.494], [-17.991, 27.231, 5.653], [-18.065, 26.903, 4.146], [-17.499, 25.579, 4.002], [-17.200, 25.242, 2.697], [-18.210, 28.632, 5.819], [-19.092, 26.837, 7.556], [-19.079, 25.501, 6.455], [-20.035, 26.906, 6.073], [-16.989, 26.931, 5.960], [-17.496, 27.610, 3.543], [-19.050, 26.921, 3.680], [-16.957, 24.179, 2.668], [-16.417, 25.803, 2.187], [-18.129, 25.291, 2.130], [-17.414, 29.039, 5.348], [-17.954, 28.957, 6.740], [-19.687, 15.674, -3.519], [-18.226, 15.320, -3.118], [-17.397, 14.775, -4.316], [-16.744, 15.813, -5.060], [-15.971, 15.292, -6.084], [-17.653, 16.606, -2.721], [-20.161, 14.869, -4.079], [-19.648, 16.548, -4.169], [-20.294, 15.956, -2.659], [-18.205, 14.678, -2.237], [-18.123, 14.238, -4.926], [-16.704, 13.999, -3.994], [-15.144, 14.687, -5.713], [-15.553, 16.153, -6.605], [-16.519, 14.738, -6.846], [-17.194, 17.003, -3.528], [-18.396, 17.277, -2.585]],
  "mulliken_charge": [-0.64, 0.31, 0.32, -1.40, 0.56, -0.81, -0.34, -0.74, -0.64, 0.36, 0.37, 0.33, 0.26, 0.33, 0.42, 0.34, 0.26, 0.27, 0.24, 0.19, -1.30, 0.34, -0.70, -0.29, -0.73, -0.71, 0.27, 0.37, 0.34, 0.34, 0.40, 0.33, 0.29, 0.25, 0.31, 0.23, 0.26, -1.41, 0.55, -0.69, -0.30, -0.79, -0.74, 0.35, 0.32, 0.37, 0.24, 0.34, 0.34, 0.27, 0.29, 0.33, 0.27, 0.27, -1.47, 0.39, -0.62, -0.31, -0.83, -0.77, 0.36, 0.39, 0.37, 0.26, 0.32, 0.43, 0.33, 0.25, 0.31, 0.34, 0.25]
}